# 1
Density functional theory data (wB97M-V/def2-TZVPD) for a cluster of 12 separate species, C52H128Cl4N12O16P4 in total in a non-equilibrium geometry.

Geometry as XYZ:
```
216
Properties=species:S:1:pos:R:3:mulliken_charge:R:1
C -1.51256 2.15549 1.37342 -0.018
N -1.68669 1.06851 0.44342 1.190
C -3.09636 0.80957 0.04248 0.390
P -0.39895 0.26585 -0.32703 -1.634
O -0.75785 -1.02023 -0.98828 -0.064
N 0.34971 1.47581 -1.34411 1.519
C 1.57724 1.13935 -2.02515 -1.130
C -0.59452 2.29236 -2.12355 -0.698
N 0.72082 0.08192 0.98866 1.081
C 0.37113 -0.94098 2.03091 -0.670
C 1.80821 1.04733 1.39813 -0.047
H -1.26451 1.79795 2.37280 0.048
H -2.42597 2.74809 1.42449 -0.441
H -0.69965 2.80259 1.04399 -0.055
H -3.27009 1.00877 -1.01499 0.050
H -3.82163 1.42116 0.57917 -0.079
H -3.34982 -0.21296 0.32226 -0.575
H 2.39068 1.76931 -1.66520 -0.571
H 1.91930 0.15613 -1.70210 0.350
H 1.51647 1.23218 -3.10948 0.826
H -0.10196 3.10685 -2.65468 0.505
H -1.11966 1.64013 -2.82135 0.560
H -1.36792 2.78284 -1.53246 -0.750
H 0.34332 -0.55898 3.05140 0.330
H -0.62164 -1.37826 1.92469 -0.239
H 1.08351 -1.76576 2.01219 0.379
H 1.41415 1.95354 1.85814 0.258
H 2.38511 1.32570 0.51620 -0.329
H 2.48427 0.54263 2.08828 -0.109
C 3.79473 -2.71760 -3.13777 -1.259
N 2.39960 -2.87015 -3.48957 0.896
C 1.59368 -3.22822 -2.31584 -1.487
P 1.97918 -3.44023 -5.10247 0.257
O 2.30292 -4.88263 -5.35191 -0.808
N 0.30559 -2.94750 -5.25692 0.451
C -0.16279 -1.57950 -4.98359 -0.346
C -0.54575 -3.64613 -6.27456 -1.070
N 2.72505 -2.33251 -6.14050 0.301
C 2.83815 -0.88831 -5.90616 -0.839
C 2.63826 -2.68402 -7.59491 -1.041
H 4.01448 -1.81335 -2.57020 0.242
H 4.42625 -2.60904 -4.01953 0.451
H 4.08991 -3.51463 -2.45534 0.325
H 0.52198 -3.21333 -2.51418 0.067
H 1.83474 -2.54383 -1.50245 0.479
H 1.88482 -4.24330 -2.04577 0.615
H -0.27975 -0.94647 -5.86319 0.238
H -1.17641 -1.62468 -4.58532 -0.418
H 0.53416 -1.08219 -4.30902 0.302
H -0.16795 -4.66846 -6.28900 0.375
H -1.55362 -3.60459 -5.86156 0.285
H -0.48000 -3.18014 -7.25773 0.289
H 3.08753 -0.63935 -4.87468 0.149
H 3.57546 -0.43226 -6.56685 0.447
H 1.92038 -0.36607 -6.17648 0.178
H 3.43011 -2.32289 -8.25115 0.315
H 1.72468 -2.29155 -8.04150 0.330
H 2.57267 -3.76092 -7.75010 0.358
C 2.72947 -6.34886 1.39795 -1.342
N 3.60965 -5.21872 1.32329 0.809
C 3.29748 -4.13804 0.38110 -0.655
P 4.91521 -5.06157 2.37902 0.159
O 5.86797 -3.95674 2.11483 -0.875
N 4.00275 -4.82844 3.80528 0.696
C 3.83954 -3.57874 4.48870 -0.999
C 3.65443 -5.98178 4.65550 -1.223
N 5.67196 -6.56874 2.55371 0.209
C 6.70918 -6.62726 3.58264 -1.142
C 6.05408 -7.45292 1.40125 -0.990
H 3.22500 -7.17839 1.90237 0.506
H 2.64172 -6.73478 0.38234 0.460
H 1.74925 -6.16161 1.83637 -0.044
H 3.40232 -4.50178 -0.64106 0.227
H 4.07671 -3.38696 0.51074 0.141
H 2.33065 -3.68778 0.60602 0.123
H 4.05462 -2.80691 3.74970 -0.033
H 2.81252 -3.47314 4.83824 0.360
H 4.52336 -3.45543 5.32851 0.333
H 4.39698 -6.77477 4.74416 0.364
H 3.33111 -5.73732 5.66733 0.436
H 2.80253 -6.44985 4.16225 0.273
H 6.72474 -7.63171 4.00567 0.368
H 7.66639 -6.26748 3.20523 0.306
H 6.36299 -5.94026 4.35481 0.373
H 6.85355 -7.00423 0.81166 0.309
H 5.22617 -7.43087 0.69259 0.308
H 6.17882 -8.45545 1.81048 0.359
C -7.34858 -2.04427 4.40482 -1.003
N -7.32668 -1.41034 3.05204 0.280
C -8.59974 -0.95005 2.51651 -0.869
P -5.87560 -0.65391 2.56063 0.361
O -5.52355 0.63212 3.29312 -0.902
N -4.66371 -1.89025 2.73430 0.292
C -3.32416 -1.31274 2.93264 0.026
C -4.74122 -3.27918 2.33095 -1.082
N -6.09741 -0.43014 0.79527 0.946
C -6.39368 -1.53626 -0.09414 -0.969
C -6.69983 0.83041 0.26053 -1.316
H -7.48135 -1.35650 5.23996 0.286
H -6.41033 -2.59235 4.49083 0.329
H -8.12533 -2.79825 4.53247 0.389
H -9.39193 -1.40487 3.11121 0.401
H -8.67443 -1.24247 1.46912 0.185
H -8.61112 0.13044 2.65979 0.288
H -2.75031 -2.03077 3.51851 -0.343
H -2.90191 -1.20140 1.93394 -0.133
H -3.40352 -0.33656 3.41104 0.342
H -4.55053 -3.41415 1.26627 0.106
H -4.03022 -3.86067 2.91785 0.501
H -5.75086 -3.64886 2.51002 0.399
H -7.03724 -1.29435 -0.93996 0.533
H -5.41133 -1.87930 -0.41883 -0.430
H -6.86433 -2.36825 0.42968 0.386
H -6.90847 1.48316 1.10817 0.450
H -7.66195 0.72855 -0.24150 0.387
H -6.17721 1.25363 -0.59730 0.170
C -0.25920 -3.18985 4.63520 -1.469
C 0.06714 -4.24005 3.61432 0.151
O -0.32584 -3.88778 2.34059 0.407
C -0.92888 -4.81895 1.55988 0.414
C -1.27308 -4.25007 0.15018 0.504
O -1.17382 -6.02683 1.81003 -0.669
H -1.33053 -3.00052 4.56821 0.279
H 0.36080 -2.32228 4.40931 0.198
H 0.01419 -3.56653 5.62083 0.453
H 1.14126 -4.42500 3.62732 -0.341
H -0.43326 -5.14125 3.96864 0.557
H -1.77804 -3.30040 0.32694 -0.504
H -1.94540 -4.94402 -0.35429 0.516
H -0.38244 -3.95381 -0.40398 -0.480
C 2.42261 3.87967 3.80555 -0.188
C 3.17204 4.84056 4.76008 -0.684
O 2.20661 5.79241 5.14986 -0.153
C 2.62249 7.00626 5.49129 0.692
C 1.40191 7.91194 5.77042 -0.995
O 3.78556 7.34826 5.69509 -0.591
H 2.01033 4.36552 2.92120 0.109
H 1.59506 3.39177 4.32054 0.314
H 3.09310 3.06026 3.54651 -0.023
H 3.57165 4.35941 5.65278 0.293
H 3.99363 5.32442 4.23189 0.387
H 1.68317 8.94332 5.98310 0.332
H 1.00609 7.54059 6.71568 0.284
H 0.66943 7.96412 4.96490 0.254
C 5.23821 3.52499 -1.20971 -0.457
C 5.66676 4.02085 -2.60112 -0.455
O 4.67879 4.63929 -3.39036 -0.333
C 3.65951 3.94329 -4.03615 0.759
C 2.70234 4.93354 -4.63591 -0.803
O 3.52186 2.75843 -4.06095 -0.480
H 5.00321 4.36547 -0.55666 0.179
H 5.96345 3.03712 -0.55847 0.522
H 4.33435 2.92079 -1.28775 -0.247
H 6.61337 4.56067 -2.57597 0.407
H 5.91991 3.09009 -3.10875 0.285
H 2.27908 4.34263 -5.44818 0.325
H 3.24079 5.75366 -5.11086 0.336
H 1.92976 5.19427 -3.91256 0.053
C -2.08263 1.55202 -5.60311 -0.564
C -2.85501 2.85078 -5.49832 -0.360
O -4.26254 2.79043 -5.45485 -0.366
C -4.94879 2.33593 -4.31650 0.521
C -6.52713 2.44655 -4.40040 -1.228
O -4.41353 1.76381 -3.40366 -0.205
H -2.11229 0.94414 -4.69884 -0.395
H -1.04887 1.80691 -5.83646 0.490
H -2.29279 0.96772 -6.49896 0.494
H -2.49472 3.48886 -4.69139 0.075
H -2.52907 3.40427 -6.37895 0.432
H -6.77052 3.46525 -4.70223 0.392
H -7.00735 2.21736 -3.44910 0.232
H -6.88687 1.87454 -5.25567 0.347
C -1.08050 5.24642 4.05083 -0.368
C -2.45017 5.93562 3.77842 -0.643
O -3.09427 5.18350 2.80669 -0.179
C -3.70978 5.76940 1.67068 0.540
C -4.20674 4.69391 0.70348 -0.305
O -3.81139 6.93932 1.34952 -0.624
H -1.16987 4.42786 4.76502 0.402
H -0.48031 5.93448 4.64617 0.092
H -0.59093 4.78973 3.19068 -0.060
H -3.05111 5.86340 4.68493 0.283
H -2.40622 7.00205 3.55730 0.440
H -3.67228 4.49779 -0.22604 -0.073
H -5.26346 4.83424 0.47604 0.507
H -4.24147 3.77973 1.29608 0.029
C -1.77066 6.05746 -2.78763 -1.595
C -1.21173 5.80373 -1.38675 0.903
O 0.14438 5.70054 -1.51616 -0.315
C 0.84984 5.30558 -0.44192 0.434
C 2.27884 5.14897 -0.74814 -0.109
O 0.41912 5.06695 0.65923 -0.506
H -1.29878 5.49432 -3.59280 0.263
H -1.60361 7.12484 -2.93217 0.433
H -2.84898 5.90065 -2.76033 0.385
H -1.45059 6.64202 -0.73230 0.645
H -1.66863 4.89596 -0.99270 -0.747
H 2.69711 4.64072 0.12066 0.083
H 2.91490 6.02789 -0.85311 0.429
H 2.39415 4.49283 -1.61085 -0.428
Cl -4.58734 -2.13962 -4.90884 -0.222
C -3.87428 -1.58841 -3.35813 0.849
C -3.33914 -2.75230 -2.60615 0.549
Cl -4.69770 -3.78610 -1.94693 -0.195
H -4.70788 -1.08989 -2.86346 0.111
H -3.08242 -0.87429 -3.58414 -0.750
H -2.72372 -2.45220 -1.75804 -0.722
H -2.72820 -3.45257 -3.17579 0.411
Cl 5.54483 1.62779 3.18249 -0.184
C 5.42098 -0.14656 3.29907 0.007
C 6.45495 -0.71107 2.31367 -0.351
Cl 5.98167 -0.47012 0.59954 -0.127
H 4.40795 -0.54135 3.22165 -0.208
H 5.62856 -0.40200 4.33818 0.441
H 6.65573 -1.75915 2.53572 0.069
H 7.44647 -0.27179 2.42345 0.426
```

Summary:
Total charge: 0
Largest force on an atom, eV/Å: 4.19
Calculated total energy, Eh: -7125.34360
HOMO, eV: -8.066
SMILES: CN(C)P(=O)(N(C)C)N(C)C.CN(C)P(=O)(N(C)C)N(C)C.CN(C)P(=O)(N(C)C)N(C)C.CN(C)P(=O)(N(C)C)N(C)C.CCOC(C)=O.CCOC(C)=O.CCOC(C)=O.CCOC(C)=O.CCOC(C)=O.CCOC(C)=O.ClCCCl.ClCCCl

# 2
Density functional theory data (wB97M-V/def2-TZVPD) for a cluster of 2 separate species, C5H14 in total in a non-equilibrium geometry.

Geometry as XYZ:
```
19
Properties=species:S:1:pos:R:3:mulliken_charge:R:1
C -0.83818 -0.67211 -2.38220 -1.102
C 0.43417 -0.35629 -1.74422 0.155
C 0.47402 1.14672 -1.70097 -1.017
H -0.80817 -1.36925 -3.21707 0.284
H -1.38405 0.22717 -2.73481 0.256
H -1.71150 -1.12327 -1.85993 0.288
H 0.58119 -0.73672 -0.71449 0.096
H 1.37909 -0.79032 -2.23783 0.265
H -0.28401 1.73470 -2.25998 0.314
H 0.47187 1.59131 -0.70921 0.163
H 1.46961 1.62781 -1.97109 0.298
C -0.22578 0.27511 2.16287 -0.425
C 0.30236 -0.56628 3.27858 -0.971
H 0.48632 1.06532 1.71438 0.172
H -0.50426 -0.53019 1.42258 0.108
H -1.26513 0.96876 2.38850 0.257
H 1.35145 -0.90399 2.90537 0.239
H 0.28334 -0.04791 4.13167 0.346
H -0.21234 -1.54056 3.52786 0.273
```

Summary:
Total charge: 0
Largest force on an atom, eV/Å: 4.46
Calculated total energy, Eh: -198.81152
HOMO, eV: -10.641
SMILES: CCC.CC
ΔE to the lowest compared entry with this formula, charge and spin, kJ/mol: 203.8

# 3
Density functional theory data (wB97M-V/def2-TZVPD) for a structure of composition C20H60MgN3O16 in a non-equilibrium geometry.

Geometry as XYZ:
```
100
Properties=species:S:1:pos:R:3:mulliken_charge:R:1
Mg -6.11301 3.53893 20.94833 0.304
O -4.64790 -4.52897 22.24162 -0.450
C -4.93200 -4.18395 23.58257 -0.100
C -3.62632 -3.85864 24.40994 -0.248
O -2.72410 -2.82578 24.05422 -0.423
H -5.47322 -4.98629 24.08400 0.247
H -5.54545 -3.29133 23.70515 0.255
H -2.90956 -4.67983 24.41117 0.256
H -3.92172 -3.67177 25.44237 0.276
N -8.66002 1.34430 25.45047 0.965
O -7.96927 1.77690 24.48667 -0.708
O -9.62720 0.70100 25.25763 -0.638
O -8.24972 1.33777 26.60691 -0.668
C -14.59929 6.52868 26.31372 -1.747
C -14.54849 7.24309 25.01256 1.509
C -15.85818 8.10186 24.83045 -1.206
C -15.82925 9.42135 25.58254 -0.583
C -14.67168 10.21453 25.00342 -1.071
C -13.29354 9.55208 25.33762 1.292
N -13.37957 8.15678 24.86672 0.107
O -12.12172 7.52927 25.08656 -0.426
C -12.18870 10.35311 24.54513 -1.785
C -13.01023 9.74678 26.83245 -1.704
C -14.47641 6.20808 23.92471 -1.765
H -14.56918 7.18433 27.18395 0.314
H -13.79235 5.81272 26.46973 0.431
H -15.53266 5.96581 26.32480 0.455
H -16.04480 8.24102 23.76559 0.420
H -16.67805 7.48957 25.20599 0.399
H -15.91154 9.33419 26.66593 0.354
H -16.71942 9.97585 25.28553 0.363
H -14.87378 11.15238 25.52080 0.385
H -14.74088 10.29510 23.91861 0.357
H -12.40590 10.35118 23.47699 0.396
H -12.25872 11.39986 24.84091 0.394
H -11.17611 9.99590 24.73273 0.348
H -11.98532 9.40515 26.97730 0.505
H -13.08054 10.74207 27.27122 0.350
H -13.74818 9.19813 27.41769 0.347
H -13.57202 5.63941 24.14101 0.436
H -14.68459 6.57436 22.91942 0.361
H -15.29442 5.55085 24.21967 0.408
H -11.99054 7.61316 26.03385 0.357
C -13.94039 0.84245 37.91487 -1.640
C -14.41881 0.86396 36.42791 1.081
C -15.40551 2.01335 36.16585 -0.986
C -14.70275 3.35941 35.99470 -0.773
C -13.73342 3.39413 34.88844 -1.091
C -12.74305 2.26789 34.97268 1.748
N -13.34273 0.95255 35.39471 0.464
O -12.52266 -0.07593 35.44835 -0.495
C -12.14009 2.04680 33.63831 -2.044
C -11.63057 2.63037 35.90917 -1.871
C -15.30096 -0.41609 36.18470 -1.842
H -13.31335 -0.04356 38.01441 0.369
H -13.38952 1.76873 38.07807 0.341
H -14.79294 0.74056 38.58635 0.403
H -16.02567 1.80662 35.29364 0.393
H -16.08579 2.20578 36.99549 0.403
H -15.46202 4.10223 35.75015 0.357
H -14.30760 3.65666 36.96609 0.344
H -13.21655 4.34748 34.99821 0.385
H -14.25553 3.45164 33.93335 0.400
H -11.19973 1.49971 33.70561 0.397
H -11.86427 2.99171 33.17016 0.412
H -12.81692 1.45027 33.02664 0.463
H -10.85718 1.87318 36.03811 0.354
H -11.96894 2.97645 36.88582 0.358
H -11.07631 3.49355 35.54065 0.498
H -14.79629 -1.36443 36.36920 0.368
H -16.19406 -0.52435 36.80013 0.357
H -15.55320 -0.33334 35.12752 0.473
H -12.78521 -0.54271 34.65162 0.374
O -5.51468 -1.26996 30.62586 -0.657
H -4.90415 -0.74604 30.10722 0.321
H -6.37647 -1.06083 30.26556 0.336
O -7.10082 5.43511 28.89543 -0.661
H -6.64729 5.21111 29.70806 0.308
H -7.34768 4.59089 28.51783 0.351
O -15.20380 -1.06819 26.35876 -0.648
H -15.40750 -1.60311 27.12596 0.315
H -14.30908 -0.76327 26.50951 0.333
O -12.30206 -0.44231 19.92725 -0.649
H -12.02667 -0.33434 20.83760 0.339
H -12.20930 -1.37985 19.75805 0.310
O -2.72140 2.42309 22.41285 -0.623
H -1.88157 2.85301 22.57438 0.295
H -2.63032 1.55955 22.81562 0.316
O -10.27930 -4.01113 26.49853 -0.656
H -10.28211 -3.11171 26.17100 0.343
H -10.41623 -4.55054 25.71974 0.311
O -5.99360 0.14848 19.45990 -0.639
H -5.97301 -0.54982 20.11426 0.321
H -5.83764 -0.29788 18.62763 0.297
O -9.41468 4.07626 19.50644 -0.623
H -9.95206 4.83542 19.28034 0.296
H -9.72377 3.38166 18.92487 0.313
O -6.00277 6.77752 22.88182 -0.638
H -5.47509 7.57065 22.78841 0.301
H -6.43873 6.87762 23.72808 0.318
```

Summary:
Total charge: -1
Largest force on an atom, eV/Å: 7.54
Calculated total energy, Eh: -2365.70771
HOMO, eV: -3.687

> Look up the largest force on an atom of the second one.

4.46 eV/Å